Density functional theory data (ωB97M-V/def2-TZVPD) for 5 unconnected molecules or ions with the total composition C37H76O8PS.

Geometry as ORCA input:
```
! wB97M-V def2-TZVPD RIJCOSX def2/J DEFGRID3
* xyz 1 1
C -10.70839 0.43384 -5.29630
H -4.56153 0.38562 -1.51320
C 3.05685 -3.15036 0.29633
O 5.17442 2.37767 1.91150
C 4.32626 -1.65828 -1.37452
C 8.83701 -1.26062 -3.36431
C -0.37538 4.99984 2.26227
C 2.66921 2.24911 0.17367
H 0.69688 -5.84237 2.64631
H 7.02588 3.06382 2.44047
C 8.47161 0.15605 -2.98459
H 1.52516 3.14985 4.46806
H -11.77474 0.64446 -5.38961
H -1.88825 0.05651 0.54895
H 1.83735 2.90756 0.41409
H 1.66741 1.75514 6.23957
C 5.02154 -2.82838 -2.07593
H 0.61009 1.08465 -2.62199
O 3.23408 2.68554 3.49227
H 6.50648 0.53926 1.11638
H 2.41629 -5.78921 2.94444
H -3.85442 -0.43248 -0.14402
H 2.46734 -1.23950 -0.39900
H -5.81470 1.86186 0.05408
S 2.59289 1.72760 -1.56524
C 4.21740 -0.50947 -2.39935
H 4.02833 -3.63223 0.34639
C -9.62679 -1.44428 -0.33085
H 3.42193 -0.67907 -3.12434
O 0.24071 3.97979 2.03249
H 1.34664 1.71299 3.52188
H -0.65437 2.35056 -0.95330
C -3.10006 1.58851 -0.48759
H -1.63872 5.55412 3.89877
O -4.22432 -0.02643 2.37814
H -3.46284 2.50823 -0.02847
H 2.14364 0.35984 5.26791
H 10.28897 -2.51435 -4.29145
H -2.01343 1.57491 1.35989
H 2.83247 -6.96187 0.33077
H 4.74829 0.92958 -0.82582
H 5.14995 -0.56228 -2.96692
C 2.04140 2.24043 4.17603
H -6.15970 0.16278 0.37629
O -7.26310 -1.63240 -0.49193
H -10.48895 -0.50940 -5.79078
H 2.91382 -2.59534 1.23792
C -8.34340 -2.15491 -0.66198
C -4.95697 -1.23735 2.33864
H 0.74423 -0.12256 0.19038
C 1.93025 -4.15640 0.17161
H -5.96782 -1.11993 2.73839
C 1.59722 -5.26140 2.43972
C 7.20481 1.00860 1.80787
H -5.84918 1.23592 2.52392
H -2.05819 5.88736 1.28039
H 4.90139 -3.75840 -1.52086
H -4.99690 -1.65156 1.32863
C 2.32081 1.41950 5.43758
H -10.24312 1.36202 -1.96890
H -0.13226 6.49188 3.77677
H -9.98692 2.40477 -3.38034
H 1.50844 -0.35959 -2.24791
C 0.26479 0.35996 -0.65693
H 1.17214 -3.97197 -0.59083
C -1.88892 1.13081 0.37003
H -10.14117 1.22983 -5.78102
H -4.42482 -1.95290 2.96404
C -5.38561 0.93011 0.43079
H 7.52770 0.22744 2.49152
H -10.22994 -1.34751 -1.23044
H 4.55270 -2.99738 -3.04736
H 7.50815 0.15676 -2.47653
H 1.14347 -7.32929 0.80180
H 2.34328 -2.49334 -1.65060
H -0.47331 -0.36081 -1.01812
H 8.40471 0.77811 -3.87852
H -9.40191 -0.45150 0.05518
C -8.46370 -3.55002 -1.21780
H -4.33703 1.95744 1.98967
C 6.46802 2.13619 2.54001
C -0.97700 5.82100 1.15161
H 4.74144 1.56264 -2.44056
C -10.32583 0.33905 -3.84093
H -9.03094 -3.52759 -2.14942
H -7.47134 -3.94967 -1.41464
H -0.00243 1.99530 0.69989
C 1.77865 -5.27898 0.94687
H -10.18093 -2.00135 0.42749
H 10.97185 -1.10925 -3.45234
C 1.19731 0.59956 -1.84272
H 9.22546 0.57062 -2.31406
C 2.96310 -2.10805 -0.83661
H -0.76295 5.35141 0.19365
C -10.56036 1.56291 -2.98984
C -0.51124 1.60077 -0.17545
H -2.72998 1.78639 -1.49442
C -4.96920 1.07075 1.89091
H 6.09401 -2.66565 -2.17360
H 1.47630 -6.52066 -0.76112
H 3.41637 0.26812 0.77214
H 3.56288 2.88012 0.16483
H -11.62060 1.82003 -2.98861
H -8.97167 -4.19624 -0.50015
C -0.57391 5.50044 3.66820
C 2.89545 1.12814 1.18835
H 4.92152 -1.31299 -0.52198
O 4.32905 0.37533 3.29097
C 4.20948 0.88647 -1.77108
H 10.15175 -0.90207 -5.01732
C -4.22839 0.53261 -0.48561
H 8.05962 1.40860 1.26861
H -0.09468 4.82112 4.36882
H -0.55250 6.82582 1.15751
H 3.36381 1.52425 5.72588
C 1.79672 -6.62780 0.27578
O -9.85192 -0.67261 -3.37570
H 1.97393 0.78784 1.65639
O 8.10914 -2.19123 -3.10536
C 10.14897 -1.45765 -4.07829
H 1.48382 -4.25564 2.83108
P 3.95806 1.60845 2.58312
H 6.37568 1.93798 3.60356
*
```

Energy   -2796.5828 hartree
Max |F|   0.0467 Eh/bohr
Molecular weight   712.05 g mol⁻¹
HOMO level   -9.1 eV
LUMO   -1.912 eV
Frontier orbital gap   7.17 eV

Atom charges from the Löwdin analysis, given in e for atoms 1 to 99:
1 C -0.0201
2 H 0.1107
3 C -0.1724
4 O -0.2126
5 C -0.3675
6 C -0.4909
7 C -0.4765
8 C -0.3472
9 H 0.0856
10 H 0.1170
11 C -0.0160
12 H 0.0940
13 H 0.0878
14 H 0.1054
15 H 0.0736
16 H 0.0764
17 C -0.0463
18 H 0.0959
19 O -0.1738
20 H 0.0586
21 H 0.0824
22 H 0.0955
23 H 0.0682
24 H 0.1187
25 S 1.1904
26 C -0.1921
27 H 0.1076
28 C -0.0241
29 H 0.1189
30 O 0.0470
31 H 0.1038
32 H 0.1154
33 C -0.1740
34 H 0.0942
35 O -0.1936
36 H 0.1031
37 H 0.0748
38 H 0.0854
39 H 0.1015
40 H 0.0912
41 H 0.0805
42 H 0.1089
43 C -0.2560
44 H 0.0733
45 O 0.0502
46 H 0.0823
47 H 0.1139
48 C -0.4887
49 C -0.1000
50 H 0.0956
51 C -0.0920
52 H 0.0959
53 C -0.0574
54 C -0.0532
55 H 0.1223
56 H 0.0917
57 H 0.0766
58 H 0.0763
59 C -0.0624
60 H 0.0731
61 H 0.0945
62 H 0.0873
63 H 0.0737
64 C -0.2289
65 H 0.0998
66 C -0.1863
67 H 0.0866
68 H 0.0885
69 C -0.1870
70 H 0.0827
71 H 0.0581
72 H 0.0963
73 H 0.0590
74 H 0.0733
75 H 0.1166
76 H 0.1271
77 H 0.0885
78 H 0.0804
79 C -0.0157
80 H 0.1079
81 C -0.2302
82 C -0.0107
83 H 0.0898
84 C -0.4905
85 H 0.0868
86 H 0.0807
87 H 0.0627
88 C -0.3413
89 H 0.0881
90 H 0.0892
91 C -0.3247
92 H 0.0879
93 C -0.1938
94 H 0.0780
95 C -0.0144
96 C -0.1936
97 H 0.1003
98 C -0.2372
99 H 0.0571